No. 1
Here is a structure of composition H14O7 in a non-equilibrium geometry from the OMol25 dataset. Energies are from ωB97M-V with the def2-TZVPD basis set.

Calculated values
Energy relative to the best compared isomer or geometry (same formula, charge and spin): 1606.52 kJ/mol
Electronic energy: -14544.811 eV
Highest occupied orbital energy: -9.16 eV

```
! RIJCOSX wB97M-V def2-TZVPD def2/J DEFGRID3
* xyz 0 1
O -1.17 1.38 0.54
O 1.81 -1.36 -1.28
O -1.31 -0.60 1.85
O 2.09 0.40 -0.37
O -0.15 -1.90 -0.29
O 0.15 0.12 -0.08
O -2.52 0.99 -0.79
H 2.15 1.27 0.03
H -1.08 -1.81 -0.50
H -0.59 -0.65 1.21
H 2.92 -0.02 -0.13
H 1.09 0.33 -0.01
H -2.75 1.81 -1.24
H -0.80 2.25 0.70
H -0.42 0.79 0.62
H -0.19 0.75 -0.71
H -1.24 -1.42 2.34
H 0.20 -1.01 -0.33
H 1.79 -2.03 -0.60
H 1.85 -0.53 -0.80
H -1.85 1.25 -0.15
*
```

Atomic partial charges in e from the natural (NBO) method, atoms 1 to 8:
1. O -0.8502
2. O -0.9363
3. O -0.9494
4. O -0.8127
5. O -1.0206
6. O -0.8528
7. O -1.0369
8. H 0.5137

=====

No. 2
Here is a cluster of 7 separate species, H14O7 in total from the OMol25 dataset. Energies are from ωB97M-V with the def2-TZVPD basis set.

Calculated values
Energy relative to the best compared isomer or geometry (same formula, charge and spin): 160.75 kJ/mol
Electronic energy: -14559.795 eV
Highest occupied orbital energy: -10.84 eV

```
! RIJCOSX wB97M-V def2-TZVPD def2/J DEFGRID3
* xyz 0 1
O 1.19 -3.00 -1.62
O 3.06 -0.86 -1.98
O -0.03 0.00 0.26
O -1.69 1.71 -1.26
O -3.69 0.92 1.35
O 0.05 2.55 1.94
O 1.83 -0.93 2.43
H 3.70 -1.12 -2.66
H -2.59 1.93 -0.99
H -0.58 0.57 -0.32
H -3.27 0.24 0.82
H 1.70 -0.29 3.14
H 0.84 -3.24 -0.75
H 0.56 -0.46 -0.35
H -0.33 1.68 1.72
H -4.34 1.33 0.77
H 0.93 2.35 2.26
H -1.68 1.82 -2.22
H 1.48 -0.49 1.63
H 0.45 -3.09 -2.23
H 2.42 -1.60 -1.95
*
```

Atomic partial charges in e from the natural (NBO) method, atoms 1 to 8:
1. O -0.9567
2. O -0.9686
3. O -1.0011
4. O -0.9516
5. O -0.9315
6. O -0.9445
7. O -0.9515
8. H 0.4659

=====

No. 3
Here is a cluster of 7 separate species, H14O7 in total from the OMol25 dataset. Energies are from ωB97M-V with the def2-TZVPD basis set.

Calculated values
Energy relative to the best compared isomer or geometry (same formula, charge and spin): 157.63 kJ/mol
Electronic energy: -14559.828 eV
Highest occupied orbital energy: -10.54 eV

```
! RIJCOSX wB97M-V def2-TZVPD def2/J DEFGRID3
* xyz 0 1
O -1.17 2.10 -1.53
O -2.15 -0.32 -3.36
O -0.08 -0.07 0.06
O 1.40 2.49 0.53
O 2.34 1.23 3.40
O 0.52 -1.00 3.20
O -0.72 -2.43 -2.00
H -2.35 -0.97 -4.03
H 2.81 1.29 2.57
H -1.09 1.67 -2.38
H 0.64 1.92 0.44
H 0.08 -0.32 0.96
H 1.71 0.52 3.26
H -1.82 -0.83 -2.62
H -0.16 -1.36 3.78
H -0.08 -3.03 -1.61
H 1.19 -1.68 3.17
H -0.76 1.49 -0.91
H -0.21 -0.90 -0.40
H 1.22 3.22 -0.06
H -1.33 -3.01 -2.46
*
```

Atomic partial charges in e from the natural (NBO) method, atoms 1 to 8:
1. O -0.9619
2. O -0.9443
3. O -0.9749
4. O -0.9496
5. O -0.9533
6. O -0.9581
7. O -0.9623
8. H 0.4625

=====

No. 4
Here is a cluster of 7 separate species, H14O7 in total in a non-equilibrium geometry from the OMol25 dataset. Energies are from ωB97M-V with the def2-TZVPD basis set.

Calculated values
Energy relative to the best compared isomer or geometry (same formula, charge and spin): 194.03 kJ/mol
Electronic energy: -14559.450 eV
Highest occupied orbital energy: -11.01 eV

```
! RIJCOSX wB97M-V def2-TZVPD def2/J DEFGRID3
* xyz 0 1
O -0.51 0.48 -0.03
O 0.81 -1.06 3.52
O 0.29 2.70 -1.77
O -1.49 -1.47 1.52
O 2.36 0.21 -1.22
O -2.69 1.37 1.24
O 0.83 -1.63 -3.34
H 0.52 -0.16 3.33
H -1.01 -2.18 1.05
H -0.61 -0.22 0.65
H -2.38 -1.52 1.24
H 2.28 -0.47 -0.55
H 0.40 0.45 -0.43
H -2.03 1.30 0.58
H 0.03 1.98 -1.20
H 1.53 -0.93 4.14
H 0.91 -0.86 -2.75
H 0.41 -2.30 -2.83
H -2.88 2.29 1.25
H 2.97 -0.26 -1.80
H 0.27 2.33 -2.61
*
```

Atomic partial charges in e from the natural (NBO) method, atoms 1 to 8:
1. O -1.0221
2. O -0.9396
3. O -0.9296
4. O -0.9304
5. O -0.9418
6. O -0.9575
7. O -0.9434
8. H 0.4742

=====

No. 5
Here is a cluster of 7 separate species, H14O7 in total from the OMol25 dataset. Energies are from ωB97M-V with the def2-TZVPD basis set.

Calculated values
Energy relative to the best compared isomer or geometry (same formula, charge and spin): 108.75 kJ/mol
Electronic energy: -14560.334 eV
Highest occupied orbital energy: -11.24 eV

```
! RIJCOSX wB97M-V def2-TZVPD def2/J DEFGRID3
* xyz 0 1
O 0.77 -2.30 -0.79
O -0.86 2.93 0.24
O -2.30 -3.42 0.03
O -0.14 0.21 -0.02
O 2.99 1.71 1.17
O -1.84 -1.27 1.86
O 0.78 2.05 -2.45
H -3.05 -3.51 -0.57
H -0.17 1.18 -0.01
H -0.74 -0.07 0.70
H 0.79 1.18 -2.03
H -1.22 3.42 0.99
H -1.59 -3.03 -0.51
H 2.44 0.95 0.96
H 0.41 -1.41 -0.65
H -1.89 -2.05 1.25
H 1.64 2.13 -2.87
H 3.83 1.35 1.46
H -0.45 3.60 -0.32
H 1.72 -2.16 -0.88
H -1.11 -1.49 2.46
*
```

Atomic partial charges in e from the natural (NBO) method, atoms 1 to 8:
1. O -0.9859
2. O -0.9576
3. O -0.9561
4. O -1.0389
5. O -0.9423
6. O -0.9735
7. O -0.9485
8. H 0.4828

=====

No. 6
Here is a cluster of 7 separate species, H14O7 in total from the OMol25 dataset. Energies are from ωB97M-V with the def2-TZVPD basis set.

Calculated values
Energy relative to the best compared isomer or geometry (same formula, charge and spin): 205.47 kJ/mol
Electronic energy: -14559.332 eV
Highest occupied orbital energy: -10.02 eV

```
! RIJCOSX wB97M-V def2-TZVPD def2/J DEFGRID3
* xyz 0 1
O -0.50 -0.50 -3.08
O 2.54 1.15 1.96
O -2.63 -0.75 1.25
O -0.53 -3.14 1.36
O 1.52 2.36 -2.55
O -0.26 2.04 1.49
O -0.03 -0.14 -0.26
H 0.24 -0.99 0.12
H 2.75 0.73 2.80
H 2.73 0.48 1.29
H 1.20 1.48 -2.76
H 0.78 2.94 -2.73
H -2.94 -0.07 1.86
H 0.30 -3.53 1.05
H -1.14 2.29 1.80
H -0.15 -0.31 -1.21
H 0.19 -0.37 -3.75
H -0.39 -2.98 2.30
H -1.29 -0.71 -3.58
H -0.42 1.29 0.88
H -1.98 -1.25 1.75
*
```

Atomic partial charges in e from the natural (NBO) method, atoms 1 to 8:
1. O -0.9569
2. O -0.9191
3. O -0.9316
4. O -0.9435
5. O -0.9279
6. O -0.9596
7. O -0.9703
8. H 0.4735

=====

No. 7
Here is a cluster of 7 separate species, H14O7 in total in a non-equilibrium geometry from the OMol25 dataset. Energies are from ωB97M-V with the def2-TZVPD basis set.

Calculated values
Energy relative to the best compared isomer or geometry (same formula, charge and spin): 162.28 kJ/mol
Electronic energy: -14559.780 eV
Highest occupied orbital energy: -10.67 eV

```
! RIJCOSX wB97M-V def2-TZVPD def2/J DEFGRID3
* xyz 0 1
O 1.45 -2.19 -0.94
O -1.86 2.36 -0.51
O 0.72 1.02 0.11
O 1.53 -1.30 1.99
O -1.03 -1.25 0.03
O 0.89 1.73 2.77
O -1.85 -0.78 -2.83
H 0.40 0.18 -0.25
H 0.87 1.35 1.86
H -0.22 -1.76 0.07
H 1.89 -1.75 1.26
H 2.06 -0.51 2.15
H -1.88 -0.52 -1.92
H -2.55 -0.26 -3.16
H -2.42 2.04 -1.25
H 0.03 1.60 -0.14
H -1.12 -1.25 0.95
H 1.33 -2.47 -1.83
H 1.67 2.24 2.77
H 2.30 -1.73 -0.88
H -2.20 3.25 -0.26
*
```

Atomic partial charges in e from the natural (NBO) method, atoms 1 to 8:
1. O -0.9678
2. O -0.9589
3. O -0.9793
4. O -0.9456
5. O -0.9643
6. O -0.9742
7. O -0.9319
8. H 0.4953

=====

No. 8
Here is a cluster of 7 separate species, H14O7 in total in a non-equilibrium geometry from the OMol25 dataset. Energies are from ωB97M-V with the def2-TZVPD basis set.

Calculated values
Energy relative to the best compared isomer or geometry (same formula, charge and spin): 198.71 kJ/mol
Electronic energy: -14559.402 eV
Highest occupied orbital energy: -10.47 eV

```
! RIJCOSX wB97M-V def2-TZVPD def2/J DEFGRID3
* xyz 0 1
O 0.26 -5.61 16.80
O -0.02 -7.58 12.45
O -5.25 -7.62 15.08
O -2.59 -6.18 16.34
O -1.61 -8.15 14.68
O -3.90 -9.29 13.45
O 0.38 -10.17 13.86
H -6.10 -8.02 15.08
H -0.68 -7.49 13.12
H -0.56 -8.15 11.88
H -4.71 -8.35 14.73
H 0.32 -4.75 17.16
H -0.61 -5.99 17.00
H -4.25 -9.89 12.81
H -0.11 -9.35 14.10
H -2.48 -5.27 16.61
H 0.79 -9.78 13.07
H -1.69 -7.78 15.54
H -2.78 -6.04 15.44
H -2.44 -8.55 14.38
H -3.78 -8.56 12.86
*
```

Atomic partial charges in e from the natural (NBO) method, atoms 1 to 8:
1. O -0.9489
2. O -0.9420
3. O -0.9578
4. O -0.9402
5. O -0.9941
6. O -0.9458
7. O -0.9591
8. H 0.4628

=====

Number 1: M 126.10 g/mol. Number 2: M 126.10 g/mol. Number 3: M 126.10 g/mol. Number 4: M 126.10 g/mol. Number 5: M 126.10 g/mol. Number 6: M 126.10 g/mol. Number 7: M 126.10 g/mol. Number 8: M 126.10 g/mol.